(1)
Molecular formula: C29H36Ge2N3O5Re
Method: DFT, ωB97M-V/def2-TZVPD

total charge: +3
calculated total energy: -5898.2685 a.u.
spin multiplicity: 4
<S²>: 3.768
Kohn-Sham gap (spin up / spin down): 0.1708 / 0.1574 Eh
ΔE to the lowest compared entry with this formula, charge and spin: 0.248 eV

Geometry (Å):
1 Re 0.8806 1.4910 1.4518
2 O 2.5461 3.7314 4.5052
3 C 2.0856 2.8536 3.6988
4 O 1.6774 3.1253 2.5331
5 C 2.0185 1.4538 4.1847
6 C 2.3577 0.9620 5.4242
7 C 2.1353 -0.3988 5.6671
8 C 1.5668 -1.1983 4.6817
9 C 1.2598 -0.6167 3.4619
10 N 1.5022 0.6627 3.2303
11 C 0.5726 -1.3031 2.3124
12 O 0.3638 -2.4681 2.3127
13 O 0.1747 -0.4695 1.2818
14 H 2.5310 4.6433 4.1511
15 H 2.7723 1.6179 6.1794
16 H 2.3883 -0.8236 6.6303
17 H 1.3513 -2.2478 4.8395
18 C -3.3096 3.8446 0.0772
19 C -2.3872 3.0046 0.9675
20 Ge -0.9000 2.2505 -0.1320
21 C -0.0460 3.5178 -1.4268
22 C -0.9624 3.7889 -2.6208
23 C -1.7655 0.8908 -1.1998
24 C -1.8046 -0.4380 -1.3029
25 Ge -1.2180 -1.7886 -0.0163
26 C 0.0464 -3.0868 -0.7292
27 C -0.5462 -4.0406 -1.7743
28 C -2.5802 -2.0530 1.3627
29 C -3.5304 -3.2371 1.1192
30 C -2.4823 -1.0980 -2.4489
31 C -2.4962 -0.4953 -3.7073
32 C -3.2018 -1.0666 -4.7546
33 C -3.8846 -2.2602 -4.5699
34 C -3.8609 -2.8835 -3.3325
35 C -3.1528 -2.3063 -2.2902
36 H -4.1365 4.2143 0.6850
37 H -3.7406 3.2644 -0.7387
38 H -2.8017 4.7150 -0.3363
39 H -2.9106 2.1609 1.4164
40 H -1.9792 3.6188 1.7733
41 H 0.8930 3.0640 -1.7467
42 H 0.1900 4.4235 -0.8658
43 H -1.1616 2.8865 -3.1966
44 H -0.4558 4.4920 -3.2849
45 H -1.9104 4.2376 -2.3331
46 H -2.3978 1.4302 -1.9129
47 H 0.3903 -3.6372 0.1451
48 H 0.8836 -2.5170 -1.1377
49 H -1.3732 -4.6306 -1.3803
50 H 0.2373 -4.7368 -2.0749
51 H -0.8810 -3.5220 -2.6685
52 H -3.1212 -1.1099 1.4384
53 H -2.0280 -2.2270 2.2867
54 H -4.2601 -3.0285 0.3424
55 H -4.0896 -3.4336 2.0335
56 H -2.9962 -4.1552 0.8685
57 H -1.9465 0.4247 -3.8668
58 H -3.2181 -0.5817 -5.7218
59 H -4.4240 -2.7101 -5.3927
60 H -4.3888 -3.8161 -3.1803
61 H -3.1546 -2.8056 -1.3282
62 N 5.4860 -2.2209 -1.3809
63 C 4.2521 -1.7281 -1.2032
64 O 3.2180 -2.3299 -1.4146
65 C 4.1354 -0.3041 -0.6843
66 C 5.0364 0.7313 -0.8834
67 C 4.7155 2.0071 -0.4225
68 C 3.5234 2.2129 0.2257
69 N 2.6469 1.1947 0.4237
70 C 2.9489 -0.0333 -0.0362
71 H 5.5795 -3.1610 -1.7360
72 H 6.3257 -1.7267 -1.1364
73 H 5.9681 0.5705 -1.4125
74 H 5.3839 2.8432 -0.5770
75 H 3.2360 3.1938 0.5764
76 H 2.2238 -0.8282 0.0711

Results of the Mulliken charge analysis, in e, for atoms 1 through 2:
1. Re 0.8430
2. O -0.3575

---

(2)
Molecular formula: C3H13NO2
Method: DFT, ωB97M-V/def2-TZVPD

calculated total energy: -327.3090 a.u.
structure (SMILES): CCCN.O.O
Kohn-Sham gap: 0.4047 Eh
ΔE to the lowest compared entry with this formula, charge and spin: 0.894 eV

Geometry (Å):
1 C 0.6754 -0.9457 -0.8939
2 C 1.0478 0.5122 -0.5182
3 C 1.7488 1.1495 -1.6740
4 N -0.1565 -1.5363 0.1829
5 H 0.1134 -0.9371 -1.8320
6 H 1.6409 -1.4385 -1.0817
7 H 0.0742 0.8669 -0.1736
8 H 1.6157 0.3672 0.4109
9 H 1.0828 1.7693 -2.3054
10 H 2.6427 1.7119 -1.4260
11 H 2.0111 0.4314 -2.4640
12 H -0.5488 -2.4143 -0.1366
13 H -0.9338 -0.8800 0.2041
14 H -0.1818 -0.3204 3.2543
15 H -0.4975 -1.1190 2.0053
16 O -0.8423 -0.3986 2.5719
17 H -3.3253 1.7796 1.6605
18 H -2.8378 0.3167 1.2463
19 O -3.3291 1.0851 0.9693

Results of the Mulliken charge analysis, in e, for atoms 1 through 2:
1. C -0.7749
2. C -0.0886

---

(3)
Molecular formula: C4H5NO2
Method: DFT, ωB97M-V/def2-TZVPD

calculated total energy: -360.5800 a.u.
structure (SMILES): O=CC(=O)N1CC1
Kohn-Sham gap: 0.3358 Eh
ΔE to the lowest compared entry with this formula, charge and spin: 2.433 eV

Geometry (Å):
1 C 1.7163 -0.5176 0.0363
2 C 0.9221 0.7639 0.4507
3 C -1.3371 -0.2543 0.5022
4 C -1.1129 0.2111 -0.9112
5 H 2.7946 -0.3836 0.3124
6 H -2.2008 0.0275 1.0603
7 H -0.8598 -1.1662 0.8363
8 H -0.4711 -0.4726 -1.5060
9 H -1.8636 0.7617 -1.4512
10 N -0.4661 0.9206 0.2032
11 O 1.3066 -1.5184 -0.4993
12 O 1.5718 1.6278 0.9664

Results of the Mulliken charge analysis, in e, for atoms 1 through 2:
1. C 0.1119
2. C 0.4401

---

(4)
Molecular formula: C7H18ClIrOPr
Method: DFT, ωB97M-V/def2-TZVPD

total charge: -1
calculated total energy: -1434.0516 a.u.
spin multiplicity: 7
<S²>: 12.020
Kohn-Sham gap (spin up / spin down): 0.1494 / 0.1714 Eh
ΔE to the lowest compared entry with this formula, charge and spin: 0.936 eV

Geometry (Å):
1 Pr -1.5239 1.4014 0.0069
2 Cl -2.1448 0.5686 2.4373
3 C -2.9843 0.1191 -1.4934
4 C -2.0752 3.6389 -1.0755
5 H -3.3428 0.6158 -2.4102
6 H -2.3837 -0.7446 -1.8110
7 H -3.8647 -0.2481 -0.9413
8 H -2.5816 3.5498 -2.0575
9 H -1.1223 4.1611 -1.2512
10 H -2.7116 4.2428 -0.4091
11 Ir 1.2611 0.4025 -0.2454
12 C 1.3981 2.0653 0.9391
13 C 0.8236 1.5802 -1.6165
14 H 2.3245 2.5544 0.6020
15 H 0.6338 2.8667 0.9007
16 H 1.5640 1.7240 1.9795
17 H 0.2709 2.5389 -1.6099
18 H 1.0986 1.2933 -2.6565
19 C 0.3032 -3.3261 0.4205
20 C 1.2650 -2.3320 1.0830
21 C 2.5197 -3.0603 1.5336
22 O 1.7109 -1.3526 0.1400
23 H 0.6776 -3.5421 -0.5904
24 H -0.7085 -2.9227 0.3080
25 H 0.2239 -4.2710 0.9715
26 H 0.7762 -1.8427 1.9414
27 H 3.1021 -3.3236 0.6506
28 H 3.1468 -2.3940 2.1275
29 H 2.3434 -3.9629 2.1262

Results of the Mulliken charge analysis, in e, for atoms 1 through 2:
1. Pr 0.5613
2. Cl -0.6502

---

(5)
Molecular formula: C13H19NO6Si
Method: DFT, ωB97M-V/def2-TZVPD

calculated total energy: -1302.3334 a.u.
structure (SMILES): C[C@@H](C[SiH2]ON=O)OCc1ccccc1.O=C1OCCO1
Kohn-Sham gap: 0.3263 Eh

Geometry (Å):
1 C -1.7278 -1.8953 -1.7237
2 C -0.3214 -2.3083 -1.0934
3 C 0.5817 -1.0099 -1.1027
4 Si -0.1448 0.4439 -0.0971
5 O 1.1034 1.6631 0.2017
6 N 0.7643 2.3323 1.3565
7 O -0.3887 2.6186 1.3708
8 O -0.6207 -2.8146 0.2119
9 C 0.5149 -3.4371 0.8302
10 C 0.8325 -2.6005 2.1360
11 C -0.3398 -2.1257 2.8888
12 C -0.0794 -1.3092 4.0819
13 C 1.2831 -0.9957 4.4649
14 C 2.4276 -1.4935 3.7303
15 C 2.2015 -2.3089 2.5365
16 H -1.5981 -1.0518 -2.4455
17 H -2.1084 -2.8113 -2.2427
18 H -2.4201 -1.5482 -0.9114
19 H 0.1839 -3.1143 -1.6973
20 H 1.6564 -1.1997 -0.8170
21 H 0.6076 -0.6546 -2.1769
22 H -0.5347 -0.0541 1.2199
23 H -1.3523 1.0086 -0.7174
24 H 0.2760 -4.4930 1.1435
25 H 1.4163 -3.4501 0.1554
26 H -1.3812 -2.3495 2.5715
27 H -0.9791 -0.9368 4.6287
28 H 1.4783 -0.3505 5.3509
29 H 3.4770 -1.2771 4.0191
30 H 3.0530 -2.6935 1.9275
31 C -0.9092 4.1436 -2.0197
32 C 0.1685 4.2365 -3.0636
33 O -0.4137 3.5681 -4.1791
34 C -1.7659 3.6294 -4.0289
35 O -2.5494 3.3136 -4.8659
36 O -2.1025 4.0990 -2.7972
37 H -0.9154 5.0010 -1.3478
38 H -0.8395 3.2291 -1.4273
39 H 0.3908 5.2688 -3.3462
40 H 1.0923 3.7475 -2.7558

Results of the Mulliken charge analysis, in e, for atoms 1 through 2:
1. C -1.2847
2. C 0.0895

---

(6)
Molecular formula: C5H13N2
Method: DFT, ωB97M-V/def2-TZVPD

total charge: +1
calculated total energy: -307.4972 a.u.
structure (SMILES): C/C(=C\N)CC[NH3+]
Kohn-Sham gap: 0.2818 Eh
ΔE to the lowest compared entry with this formula, charge and spin: 3.386 eV

Geometry (Å):
1 C -0.5263 -1.4731 0.4437
2 C 0.3672 -0.5426 -0.4405
3 C -0.0853 0.8462 -0.3528
4 C -0.6705 1.3299 0.8199
5 N -0.4940 2.6993 1.0402
6 C 0.4477 1.6521 -1.4845
7 N 0.3679 -2.8796 0.6561
8 H -0.5535 -1.1919 1.5098
9 H -1.5255 -1.6982 -0.0430
10 H 1.4046 -0.6979 -0.0886
11 H 0.3884 -1.0208 -1.5046
12 H -1.1889 0.7687 1.4709
13 H -1.4146 3.0630 1.1065
14 H 0.1561 3.2632 0.4232
15 H 0.7778 2.6697 -1.2283
16 H 1.2540 0.9590 -1.8340
17 H -0.1918 1.7110 -2.3919
18 H 1.2947 -2.7273 1.0419
19 H -0.2039 -3.5435 1.1936
20 H 0.3959 -3.1866 -0.3378

Results of the Mulliken charge analysis, in e, for atoms 1 through 2:
1. C -0.6594
2. C -0.5587

---

(7)
Molecular formula: C3H12O4
Method: DFT, ωB97M-V/def2-TZVPD

calculated total energy: -422.4240 a.u.
structure (SMILES): OCCCO.O.O
Kohn-Sham gap: 0.4051 Eh
ΔE to the lowest compared entry with this formula, charge and spin: 1.019 eV

Geometry (Å):
1 C 0.5901 1.7162 -0.0728
2 O 0.8232 2.8459 -0.9288
3 C -0.4346 0.7451 -0.6299
4 C -0.4284 -0.6069 0.1004
5 O -1.5728 -1.3930 -0.3044
6 H 0.3176 2.1389 0.9103
7 H 1.5418 1.2322 0.1400
8 H -0.0633 3.2285 -1.0509
9 H -0.1040 0.5068 -1.6448
10 H -1.4442 1.1505 -0.7021
11 H -0.4981 -0.5115 1.1855
12 H 0.4632 -1.1599 -0.1786
13 H -2.2725 -0.7444 -0.4126
14 H -3.0952 -3.3766 0.0058
15 H -3.1713 -4.9084 -0.3637
16 O -2.9646 -4.2695 0.3531
17 H 3.6547 0.7961 1.7552
18 H 4.5624 1.7129 0.9386
19 O 4.0959 0.8972 0.8997

Results of the Mulliken charge analysis, in e, for atoms 1 through 2:
1. C -0.5230
2. O -0.5227

---

(8)
Molecular formula: C4H5NO
Method: DFT, ωB97M-V/def2-TZVPD

calculated total energy: -285.3354 a.u.
structure (SMILES): C#CC(=O)NC
Kohn-Sham gap: 0.3944 Eh
ΔE to the lowest compared entry with this formula, charge and spin: 2.154 eV

Geometry (Å):
1 C -0.7258 0.3437 -0.9305
2 N -0.8255 -0.7597 0.0063
3 C 0.0342 -0.9513 1.0619
4 O 0.0011 -1.9090 1.8069
5 C 1.0300 0.1179 1.0887
6 C 1.6504 1.0219 0.5865
7 H -1.2871 0.1026 -1.8356
8 H 0.3411 0.5284 -1.1636
9 H -1.1171 1.2657 -0.4834
10 H -1.2774 -1.6072 -0.3009
11 H 2.1762 1.8469 0.1636

Results of the Mulliken charge analysis, in e, for atoms 1 through 2:
1. C -0.7855
2. N -0.1670